14
Properties=species:S:1:pos:R:3:forces:R:3:lowdin_charge:R:1 method="wB97M-V/def2-TZVPD" fmax_ev_per_a=6.84 homo_ev=-15.539 charge=+1 orbital_gap_ha=0.34975
C 1.69035 0.35009 -0.01082 -6.730 -0.779 0.930 -0.24
C 2.90531 0.33491 -0.21632 4.219 0.048 -0.668 0.28
C 0.39731 -0.49907 -0.39444 1.966 0.192 -0.725 -0.11
C 0.22989 -1.89521 0.09346 -2.736 1.539 -0.471 0.03
C -0.28165 1.84836 0.03980 0.151 1.549 -2.068 0.02
N 0.31442 0.63862 0.49286 2.741 -0.097 1.176 -0.05
H 0.11347 -0.18295 -1.41317 -0.212 -0.436 0.649 0.18
H -0.26509 -2.50427 -0.62091 -0.505 -0.282 -0.977 0.10
H -0.42612 -1.88580 0.93585 -0.557 0.051 0.770 0.10
H 1.04231 -2.42018 0.36926 3.289 -1.208 0.867 0.07
H 0.07545 1.90368 -1.00169 -0.424 0.578 0.242 0.12
H -1.34697 1.63258 0.00380 -0.191 0.844 0.420 0.13
H 0.13976 2.73292 0.57947 -0.917 -0.835 -0.222 0.15
H 0.27132 0.61442 1.51236 -0.097 -1.164 0.077 0.22